318
Properties=species:S:1:pos:R:3:mulliken_charge:R:1 method="wB97M-V/def2-TZVPD" orbital_gap_ev=8.89 charge=0 total_energy_ha=-5795.9420
C 4.264 0.523 4.013 0.247
O 5.046 1.367 4.841 -0.486
C 6.409 1.338 4.532 0.724
C 7.297 2.248 5.427 -1.141
O 7.058 3.595 5.196 -0.092
C 7.728 4.500 5.987 -0.582
C 6.864 4.929 7.167 -0.603
O 5.630 5.630 6.872 -0.457
C 4.600 4.901 6.126 -0.291
H 4.525 0.729 2.975 -0.051
H 3.193 0.713 4.081 -0.314
H 4.473 -0.511 4.287 0.166
H 6.653 1.593 3.501 -0.224
H 6.729 0.315 4.729 0.043
H 8.347 2.014 5.249 0.353
H 7.141 2.081 6.493 0.523
H 7.826 5.374 5.343 0.288
H 8.681 4.202 6.424 0.406
H 7.468 5.570 7.810 0.399
H 6.585 4.036 7.725 0.338
H 4.345 3.903 6.483 0.246
H 4.795 4.825 5.056 0.006
H 3.749 5.573 6.242 0.304
C -4.805 3.047 -10.457 -0.818
O -5.238 1.896 -9.759 -0.275
C -4.660 0.672 -10.303 -0.625
C -4.872 -0.551 -9.370 -0.764
O -4.289 -0.442 -8.084 -0.163
C -4.991 0.390 -7.204 -0.699
C -4.760 0.108 -5.757 1.099
O -5.421 -1.120 -5.451 -0.549
C -5.308 -1.558 -4.132 -0.273
H -3.718 3.074 -10.378 0.325
H -5.243 3.881 -9.909 0.247
H -5.065 2.986 -11.514 0.307
H -3.588 0.816 -10.441 0.348
H -5.065 0.479 -11.296 0.448
H -4.400 -1.364 -9.921 0.414
H -5.939 -0.772 -9.330 0.380
H -6.067 0.395 -7.376 0.391
H -4.749 1.439 -7.375 0.113
H -5.166 0.930 -5.169 0.240
H -3.730 0.059 -5.403 -0.705
H -4.264 -1.643 -3.828 -0.102
H -5.656 -2.570 -3.924 0.265
H -5.829 -0.914 -3.423 0.262
C 3.852 1.115 -6.917 -0.702
O 3.732 0.934 -5.486 -0.383
C 2.536 1.199 -4.776 0.280
C 1.175 0.733 -5.353 0.487
O 0.798 1.268 -6.634 -0.508
C -0.512 1.000 -7.166 -0.210
C -0.928 -0.494 -7.186 -1.057
O -1.351 -0.969 -5.901 0.448
C -1.848 -2.341 -6.014 -0.451
H 3.869 2.153 -7.251 0.290
H 3.133 0.516 -7.476 0.240
H 4.861 0.764 -7.133 0.242
H 2.544 2.289 -4.764 0.327
H 2.687 0.778 -3.782 -0.615
H 0.357 0.896 -4.652 -0.207
H 1.344 -0.343 -5.386 0.182
H -0.540 1.421 -8.171 0.422
H -1.296 1.456 -6.562 -0.183
H -0.081 -1.095 -7.516 0.492
H -1.698 -0.666 -7.938 0.474
H -2.766 -2.419 -6.597 0.244
H -2.030 -2.798 -5.041 -0.312
H -1.133 -3.007 -6.497 0.494
C -8.938 7.418 1.790 -0.545
O -8.659 8.125 2.959 -0.401
C -7.366 7.793 3.553 -0.603
C -7.217 6.404 4.172 -0.547
O -6.870 5.507 3.082 -0.237
C -7.036 4.175 3.460 -1.039
C -6.485 3.218 2.464 0.101
O -5.092 3.058 2.652 -0.064
C -4.495 2.208 1.711 -0.586
H -8.943 6.340 1.954 0.165
H -8.206 7.604 1.004 0.273
H -9.956 7.634 1.464 0.278
H -7.136 8.564 4.289 0.362
H -6.657 7.941 2.738 0.331
H -8.135 6.140 4.697 0.361
H -6.474 6.462 4.968 0.449
H -8.101 4.016 3.627 0.414
H -6.602 3.959 4.436 0.395
H -6.671 3.643 1.478 0.136
H -6.999 2.269 2.613 0.101
H -4.448 2.631 0.708 0.759
H -4.936 1.213 1.666 -0.007
H -3.429 2.082 1.899 -0.101
C -4.563 -5.683 5.172 -1.069
O -3.984 -4.913 4.073 0.228
C -2.866 -5.572 3.454 -1.188
C -2.160 -4.601 2.489 2.101
O -0.964 -5.202 1.890 -0.659
C -0.561 -4.594 0.685 2.035
C 0.771 -5.196 0.220 -1.378
O 1.826 -5.135 1.161 -0.224
C 3.071 -5.547 0.619 -0.926
H -4.885 -6.615 4.709 0.390
H -5.430 -5.159 5.575 0.255
H -3.788 -5.940 5.894 0.328
H -3.192 -6.480 2.947 0.428
H -2.142 -5.869 4.212 0.427
H -1.801 -3.738 3.050 -0.548
H -2.824 -4.227 1.709 -0.826
H -0.399 -3.532 0.867 -0.578
H -1.344 -4.736 -0.060 -0.410
H 0.995 -4.767 -0.756 0.408
H 0.513 -6.240 0.043 0.448
H 3.263 -6.619 0.567 0.376
H 3.876 -5.201 1.267 0.246
H 3.257 -5.251 -0.413 0.362
C -3.574 3.930 -7.043 0.313
O -4.322 4.518 -6.044 -0.361
C -3.654 4.858 -4.847 -1.087
C -2.845 3.731 -4.168 -0.146
O -3.521 2.569 -3.701 -0.409
C -2.656 1.491 -3.333 1.756
C -1.552 1.655 -2.273 -0.440
O -0.591 2.633 -2.725 -0.598
C 0.581 2.671 -1.966 0.815
H -2.794 4.540 -7.499 0.315
H -4.172 3.597 -7.892 -0.149
H -3.110 3.012 -6.682 -0.242
H -4.365 5.272 -4.133 0.388
H -3.068 5.741 -5.104 0.426
H -2.336 4.208 -3.331 0.193
H -1.983 3.462 -4.778 0.298
H -2.191 1.228 -4.283 -1.057
H -3.378 0.699 -3.135 0.035
H -1.100 0.698 -2.015 0.205
H -1.899 2.152 -1.367 0.560
H 0.305 2.438 -0.938 -0.379
H 1.168 3.589 -1.966 0.350
H 1.192 1.843 -2.328 -0.492
C 9.629 -0.287 6.490 -0.780
O 8.575 -0.982 5.881 -0.158
C 8.852 -2.311 5.358 -0.921
C 7.695 -2.837 4.423 -0.113
O 7.952 -2.312 3.134 -0.351
C 7.127 -2.825 2.045 -1.149
C 5.585 -2.531 2.088 1.492
O 5.004 -3.365 3.072 -0.596
C 3.594 -3.194 3.195 -0.273
H 10.047 -0.806 7.352 0.334
H 9.201 0.657 6.826 0.140
H 10.445 -0.059 5.804 0.366
H 8.926 -2.970 6.222 0.379
H 9.826 -2.362 4.872 0.371
H 6.710 -2.456 4.694 0.095
H 7.811 -3.920 4.390 0.432
H 7.347 -3.889 1.962 0.556
H 7.556 -2.428 1.125 -0.040
H 5.200 -2.943 1.156 0.130
H 5.462 -1.456 2.218 -0.326
H 3.089 -3.205 2.229 0.027
H 3.333 -2.353 3.838 -0.033
H 3.117 -4.028 3.711 0.478
C -3.729 -2.006 5.218 0.022
O -4.516 -0.835 5.236 -0.566
C -4.033 0.330 4.575 0.840
C -2.827 1.045 5.195 -0.609
O -1.673 0.320 4.965 0.303
C -0.520 0.837 5.672 -0.275
C 0.652 -0.129 5.720 -1.054
O 0.726 -0.712 4.390 0.622
C 0.558 -2.161 4.432 -0.746
H -2.670 -1.808 5.384 0.055
H -3.749 -2.327 4.177 -0.254
H -4.101 -2.855 5.791 0.264
H -4.821 1.080 4.520 0.243
H -3.827 0.155 3.519 -0.671
H -3.006 1.236 6.253 0.416
H -2.745 1.997 4.670 -0.025
H -0.805 1.158 6.673 0.639
H -0.192 1.743 5.162 -0.249
H 0.594 -0.817 6.563 0.388
H 1.627 0.325 5.897 0.315
H 1.348 -2.650 5.001 0.461
H 0.606 -2.633 3.450 0.078
H -0.409 -2.416 4.865 0.064
C -5.959 1.783 -1.506 -1.019
O -6.061 0.663 -0.691 0.770
C -7.386 0.347 -0.293 -0.994
C -7.400 -0.872 0.657 -0.212
O -6.720 -0.623 1.907 -0.058
C -6.805 -1.667 2.836 -1.359
C -5.889 -2.922 2.446 1.360
O -6.552 -3.758 1.495 -0.496
C -5.718 -4.823 1.041 0.278
H -6.333 1.532 -2.499 0.252
H -4.927 2.123 -1.587 -0.087
H -6.470 2.700 -1.214 0.533
H -8.047 0.134 -1.133 0.470
H -7.745 1.231 0.234 0.141
H -6.831 -1.610 0.091 0.031
H -8.451 -1.143 0.756 0.467
H -7.838 -1.959 3.024 0.374
H -6.480 -1.281 3.803 0.338
H -5.691 -3.417 3.396 0.145
H -4.931 -2.557 2.078 -0.727
H -5.408 -5.479 1.854 0.065
H -4.827 -4.336 0.643 -0.547
H -6.164 -5.467 0.283 0.401
C 2.392 0.310 -0.239 0.979
O 1.032 0.001 0.065 0.224
C 0.721 -0.273 1.441 0.245
C -0.813 -0.192 1.567 -0.289
O -1.507 -1.118 0.750 1.125
C -2.884 -0.911 0.683 2.145
C -3.508 -1.802 -0.360 1.053
O -3.084 -1.487 -1.704 0.171
C -1.856 -2.094 -2.107 0.246
H 2.610 0.262 -1.306 -0.792
H 3.076 -0.390 0.241 0.049
H 2.675 1.308 0.095 -0.557
H 1.225 0.443 2.090 0.023
H 1.081 -1.256 1.746 -0.373
H -1.105 0.827 1.313 -0.191
H -1.105 -0.287 2.613 -0.391
H -3.108 0.135 0.474 -0.348
H -3.340 -1.101 1.655 -1.378
H -4.593 -1.703 -0.409 -1.162
H -3.302 -2.852 -0.155 -0.812
H -0.985 -1.706 -1.579 0.003
H -1.512 -1.785 -3.095 0.027
H -1.838 -3.184 -2.107 -0.776
C 7.146 0.900 0.102 -0.533
C 6.805 2.021 -0.883 -1.133
N 5.950 3.035 -0.268 0.976
C 6.654 3.779 0.783 -0.494
C 5.736 4.740 1.542 -1.142
C 5.430 3.963 -1.329 -1.098
C 4.357 3.294 -2.173 -0.926
H 7.955 1.234 0.752 0.709
H 7.592 0.045 -0.406 0.046
H 6.266 0.583 0.662 -0.237
H 7.682 2.596 -1.180 0.336
H 6.425 1.634 -1.828 0.364
H 7.063 3.116 1.545 0.171
H 7.534 4.311 0.423 0.379
H 6.110 4.806 2.564 0.271
H 5.822 5.745 1.128 0.409
H 4.717 4.355 1.591 0.062
H 6.287 4.372 -1.864 0.323
H 4.960 4.809 -0.827 0.408
H 4.778 2.581 -2.881 0.355
H 3.764 4.034 -2.710 0.641
H 3.694 2.637 -1.611 0.093
C -3.103 -8.586 -1.969 -1.590
C -2.579 -7.261 -1.368 -0.362
N -2.285 -6.241 -2.347 1.174
C -3.464 -5.922 -3.218 -0.581
C -4.735 -5.500 -2.446 -1.108
C -1.089 -6.449 -3.111 -0.826
C -0.591 -5.264 -4.043 -1.177
H -2.434 -8.995 -2.726 0.302
H -4.106 -8.569 -2.396 0.301
H -3.216 -9.268 -1.126 0.485
H -3.244 -6.784 -0.648 0.166
H -1.640 -7.468 -0.854 0.390
H -3.337 -5.040 -3.845 -0.022
H -3.666 -6.778 -3.861 0.650
H -5.275 -6.317 -1.968 0.358
H -4.455 -4.873 -1.600 -0.087
H -5.485 -5.017 -3.073 0.430
H -1.176 -7.290 -3.799 0.320
H -0.261 -6.600 -2.419 0.342
H -1.254 -5.022 -4.873 0.366
H 0.382 -5.505 -4.473 0.533
H -0.461 -4.386 -3.410 0.070
C 5.129 -1.594 -1.979 -0.640
C 5.654 -3.020 -2.002 -0.674
N 7.026 -3.171 -1.470 0.948
C 7.513 -4.566 -1.297 -0.848
C 6.541 -5.505 -0.551 -1.129
C 8.045 -2.475 -2.325 -0.655
C 9.343 -2.256 -1.537 -1.369
H 5.175 -1.290 -0.933 -0.232
H 4.059 -1.609 -2.185 0.487
H 5.643 -0.912 -2.657 0.383
H 4.933 -3.550 -1.379 -0.153
H 5.428 -3.377 -3.007 0.392
H 8.441 -4.604 -0.726 0.380
H 7.746 -4.947 -2.291 0.532
H 6.270 -5.005 0.378 0.065
H 7.076 -6.422 -0.303 0.430
H 5.684 -5.770 -1.170 0.324
H 8.196 -3.155 -3.164 0.559
H 7.628 -1.512 -2.619 0.280
H 9.232 -2.165 -0.457 0.237
H 9.930 -3.171 -1.629 0.403
H 9.999 -1.480 -1.933 0.376
C 1.490 3.378 1.545 1.238
C 1.315 4.330 2.763 -2.073
N 0.142 5.177 2.773 0.325
C 0.065 5.984 1.508 0.084
C 1.173 7.025 1.352 -1.373
C -1.080 4.364 2.944 1.130
C -2.219 5.248 3.492 -1.636
H 0.535 2.951 1.240 -0.340
H 2.205 2.613 1.846 -0.200
H 1.935 3.920 0.711 0.190
H 1.343 3.623 3.592 0.461
H 2.234 4.908 2.865 0.365
H -0.015 5.341 0.632 0.015
H -0.844 6.582 1.450 0.483
H 1.318 7.475 2.334 0.338
H 2.113 6.557 1.064 0.137
H 0.886 7.755 0.595 0.444
H -0.978 3.563 3.676 -0.667
H -1.372 3.893 2.006 -0.073
H -1.951 5.883 4.337 0.395
H -3.089 4.652 3.768 0.310
H -2.592 5.920 2.719 0.386